Entry 1:
Below is one molecule with the formula C7H9Br in a non-equilibrium geometry, with properties calculated with wB97M-V/def2-TZVPD.

Each line ends with the natural charge from an NBO analysis.
Element x y z (Å)
C (-1.068, 2.519, -0.250)  -0.50
C (-1.061, 1.365, 0.374)  0.11
C (-0.971, 0.303, 1.096)  -0.30
C (-1.057, -1.140, 0.588)  -0.40
C (-0.064, -1.295, -0.625)  -0.42
C (1.300, -1.026, -0.026)  -0.21
C (2.096, -0.127, -0.610)  -0.23
Br (3.846, 0.292, 0.084)  -0.01
H (-2.017, 2.998, -0.494)  0.22
H (-0.178, 2.996, -0.495)  0.22
H (-1.070, 0.474, 2.116)  0.23
H (-2.152, -1.393, 0.260)  0.22
H (-0.647, -1.796, 1.316)  0.20
H (-0.266, -2.289, -0.942)  0.22
H (-0.319, -0.533, -1.461)  0.21
H (1.547, -1.757, 0.618)  0.21
H (2.080, 0.410, -1.549)  0.23

The value obtained for the LUMO energy is 0.93 eV. The energy above the lowest of the compared OMol25 structures with the same formula, charge and spin comes out at 261.4 kJ/mol. The HOMO energy comes out at -9.14 eV. Its SMILES is C=C=CCC/C=C/Br.

Entry 2:
Below is one molecule with the formula C7H9Br in a non-equilibrium geometry, with properties calculated with wB97M-V/def2-TZVPD.

Each line ends with the natural charge from an NBO analysis.
Element x y z (Å)
C (1.568, -0.641, -0.246)  -0.28
C (0.701, -1.619, -0.149)  0.24
C (-1.034, 0.113, -0.275)  -0.10
C (-0.283, 1.140, -0.031)  -0.19
C (1.156, 0.817, -0.099)  -0.41
C (-0.069, -2.826, -0.165)  -0.72
C (-0.842, 2.435, 0.425)  -0.61
Br (-2.919, -0.328, -0.079)  0.01
H (2.543, -0.764, -0.592)  0.23
H (1.499, 1.127, 0.908)  0.22
H (1.650, 1.405, -0.917)  0.22
H (0.354, -3.677, 0.342)  0.23
H (-0.453, -3.057, -1.093)  0.25
H (-0.973, -2.503, 0.400)  0.27
H (-1.815, 2.311, 0.561)  0.22
H (-0.707, 3.263, -0.311)  0.21
H (-0.376, 2.804, 1.320)  0.21

The value obtained for the LUMO energy (spin up / spin down) is 0.14 / 0.32 eV. The energy above the lowest of the compared OMol25 structures with the same formula, charge and spin comes out at 462.2 kJ/mol. The HOMO energy (spin up / spin down) comes out at -7.63 / -7.79 eV.

Entry 3:
Below is C7H9Br3O6 as an isolated structure in a non-equilibrium geometry, with properties calculated with wB97M-V/def2-TZVPD.

Each line ends with the natural charge from an NBO analysis.
Element x y z (Å)
C (-2.274, 1.207, 0.951)  -0.10
C (-2.718, 1.073, -0.518)  -0.12
O (-1.496, 0.923, -1.173)  -0.49
C (-0.508, 1.422, -0.393)  0.98
O (0.601, 1.507, -0.844)  -0.62
O (-0.963, 1.668, 0.790)  -0.47
H (-2.239, 0.308, 1.527)  0.21
H (-2.811, 1.899, 1.539)  0.20
H (-3.326, 1.920, -0.972)  0.19
H (-3.335, 0.200, -0.749)  0.23
C (0.309, -1.520, 0.771)  -0.12
C (0.808, -2.017, -0.562)  -0.11
O (-0.386, -2.467, -1.195)  -0.47
C (-1.436, -2.089, -0.498)  0.97
O (-2.558, -2.317, -0.847)  -0.60
O (-1.124, -1.352, 0.554)  -0.51
H (0.675, -0.571, 1.191)  0.23
H (0.424, -2.290, 1.566)  0.19
H (1.535, -2.874, -0.435)  0.21
H (1.292, -1.197, -1.185)  0.21
C (3.779, 1.344, 0.006)  -0.48
Br (5.517, 1.117, -0.864)  0.06
Br (3.533, 3.087, 0.833)  0.11
Br (3.652, -0.085, 1.272)  0.06
H (3.048, 1.103, -0.766)  0.25

The value obtained for the LUMO energy is -0.05 eV. The energy above the lowest of the compared OMol25 structures with the same formula, charge and spin comes out at 19.5 kJ/mol. The HOMO energy comes out at -10.25 eV.

Entry 4:
Below is a 2-piece molecular cluster, C7H9BrFN overall in a non-equilibrium geometry, with properties calculated with wB97M-V/def2-TZVPD.

Each line ends with the natural charge from an NBO analysis.
Element x y z (Å)
C (0.280, 3.677, 0.991)  -0.53
C (0.528, 2.547, 0.356)  0.42
F (1.621, 1.863, 0.836)  -0.35
C (-0.075, 1.911, -0.685)  -0.34
C (-1.239, 2.427, -1.456)  -0.60
C (0.428, 0.719, -1.047)  0.50
N (1.102, -0.200, -1.323)  -0.58
H (0.863, 3.781, 1.849)  0.22
H (-0.454, 4.417, 0.845)  0.21
H (-1.063, 3.574, -1.317)  0.24
H (-1.082, 2.037, -2.489)  0.23
H (-2.207, 2.032, -0.992)  0.21
H (0.839, -1.104, -0.970)  0.39
C (-2.162, 1.063, 1.635)  -0.44
C (-1.616, 0.065, 0.898)  -0.24
Br (-0.523, -1.251, 1.899)  0.00
H (-1.836, 1.086, 2.700)  0.23
H (-2.972, 1.583, 1.282)  0.21
H (-1.752, -0.191, -0.210)  0.22

The value obtained for the LUMO energy is 0.70 eV. The energy above the lowest of the compared OMol25 structures with the same formula, charge and spin comes out at 43.3 kJ/mol. The HOMO energy comes out at -8.02 eV. Its SMILES is C=C(F)C(C)=C=N.C=CBr.

Entry 5:
Below is an isolated ion of composition C7H9BrFN2 and charge +1 in a non-equilibrium geometry, with properties calculated with wB97M-V/def2-TZVPD.

Each line ends with the natural charge from an NBO analysis.
Element x y z (Å)
C (2.941, -0.121, 0.589)  -0.68
C (1.543, 0.532, 0.884)  0.21
F (0.919, -0.196, 1.817)  -0.33
C (0.684, 0.646, -0.361)  -0.12
C (-0.568, 1.445, -0.005)  -0.25
C (-1.828, 1.194, -0.396)  0.04
C (-3.132, 1.164, -0.563)  -0.32
Br (-4.085, -0.241, 0.304)  0.10
N (0.207, -0.625, -0.792)  -0.23
C (-0.397, -1.581, -0.486)  0.75
N (-1.398, -2.431, -0.662)  -0.77
H (2.700, -1.270, 0.517)  0.22
H (3.807, 0.072, 1.408)  0.27
H (3.362, 0.143, -0.497)  0.23
H (1.617, 1.557, 1.202)  0.19
H (1.361, 0.978, -1.069)  0.25
H (-0.353, 2.324, 0.482)  0.25
H (-3.696, 1.756, -1.435)  0.29
H (-2.326, -1.976, -0.541)  0.46
H (-1.358, -3.370, -0.395)  0.44

The value obtained for the LUMO energy is -4.41 eV. The energy above the lowest of the compared OMol25 structures with the same formula, charge and spin comes out at 98.4 kJ/mol. Its total charge is +1. The HOMO energy comes out at -13.40 eV. Its SMILES is C[C@H](F)[C@H](C=C=CBr)N=C=[NH2+].

Entry 6:
Below is a 2-piece molecular cluster, C7H9BrNO2 overall in a non-equilibrium geometry, with properties calculated with wB97M-V/def2-TZVPD.

Each line ends with the natural charge from an NBO analysis.
Element x y z (Å)
C (1.727, -2.186, 0.234)  -0.12
C (0.609, -2.063, -0.526)  -0.21
C (2.448, -1.171, 0.793)  -0.21
C (0.152, -0.801, -0.621)  -0.13
C (2.034, 0.104, 0.580)  -0.17
C (0.746, 0.297, 0.003)  -0.22
C (0.161, 1.629, -0.117)  0.70
N (-1.124, 1.689, -0.137)  -0.68
O (0.900, 2.742, -0.079)  -0.58
O (-3.381, 0.706, -0.911)  -0.65
Br (-4.545, -0.124, 0.036)  0.54
H (2.023, -3.253, 0.499)  0.23
H (0.025, -2.915, -0.864)  0.25
H (3.283, -1.527, 1.341)  0.25
H (-0.914, -0.774, -1.039)  0.22
H (2.557, 0.817, 1.186)  0.23
H (-5.271, 1.045, 0.331)  0.15
H (-1.508, 2.569, -0.222)  0.42
H (-1.739, 0.860, -0.335)  0.46
H (1.815, 2.357, -0.151)  0.52

The value obtained for the LUMO energy (spin up / spin down) is -4.12 / -5.71 eV. The spin multiplicity is 3. Its total charge is +1. As for the expectation value of S²: 2.010. The HOMO energy (spin up / spin down) comes out at -10.39 / -13.76 eV.